C5H13N2 | ωB97M-V/def2-TZVPD

lowest unoccupied orbital energy (spin up / spin down)	-0.31427 / -0.46074	Eh
relative energy (zero: lowest compared OMol25 entry of this formula, charge and spin)	2.810	eV
energy	-307.06300	hartree

```
! wB97M-V def2-TZVPD RIJCOSX def2/J DEFGRID3
* xyz 2 2
C -1.66 -2.02 -0.30
C -1.89 -0.53 -0.73
C -1.20 0.53 0.12
C 0.30 0.38 0.12
C 1.11 0.46 1.21
N 2.42 0.81 1.24
N 0.83 0.50 -1.28
H -1.78 -2.76 -1.09
H -2.41 -2.31 0.43
H -0.67 -2.05 0.14
H -1.72 -0.44 -1.82
H -2.98 -0.43 -0.63
H -1.62 0.53 1.13
H -1.30 1.52 -0.34
H 0.73 0.58 2.22
H 3.12 0.66 1.97
H 2.90 0.71 0.34
H 0.90 1.51 -1.51
H 1.84 0.38 -1.39
H 0.17 -0.01 -1.89
*
```

---

C17H19AuN5O6S3 | ωB97M-V/def2-TZVPD

lowest unoccupied orbital energy (spin up / spin down)	0.01869 / 0.01945	Eh
relative energy (zero: lowest compared OMol25 entry of this formula, charge and spin)	0.000	eV
energy	-2714.66220	hartree

```
! wB97M-V def2-TZVPD RIJCOSX def2/J DEFGRID3
* xyz -1 1
Au 0.26 -0.01 1.04
C 3.20 4.78 -0.53
C 2.10 4.03 -1.18
N 1.84 4.00 -2.45
N 0.77 3.15 -2.53
C 0.38 2.63 -1.36
S -0.85 1.52 -1.10
N 1.25 3.21 -0.48
N 1.20 3.14 0.91
H 3.53 5.59 -1.19
H 4.05 4.12 -0.34
H 2.87 5.18 0.42
H 0.33 2.95 -3.41
H 1.76 2.34 1.20
H 0.24 2.94 1.20
O -2.46 1.30 3.96
S -2.26 1.80 2.62
O -2.77 3.13 2.36
O -0.85 1.69 2.15
C -3.21 0.71 1.54
C -4.17 1.36 0.75
C -5.02 0.65 -0.08
C -4.95 -0.73 -0.12
C -4.00 -1.39 0.64
C -3.12 -0.69 1.46
S -1.83 -1.76 2.13
O -1.12 -2.16 0.89
O -2.51 -2.83 2.82
O -0.95 -0.97 2.97
H -4.21 2.44 0.82
H -5.74 1.18 -0.69
H -5.62 -1.29 -0.77
H -3.92 -2.47 0.60
C 1.24 -1.12 -2.77
C 1.75 -2.22 -1.89
C 2.03 -3.47 -2.40
C 2.46 -4.49 -1.56
C 2.58 -4.30 -0.19
C 2.27 -3.07 0.37
C 2.27 -2.89 1.86
C 1.90 -1.98 -0.49
N 1.74 -0.75 0.02
H 1.19 -1.44 -3.81
H 1.88 -0.24 -2.68
H 0.25 -0.80 -2.44
H 1.91 -3.66 -3.46
H 2.69 -5.47 -1.98
H 2.88 -5.12 0.45
H 2.66 -3.77 2.36
H 1.24 -2.72 2.20
H 2.85 -2.02 2.16
*
```

---

C3H7NO2Se | ωB97M-V/def2-TZVPD

lowest unoccupied orbital energy (spin up / spin down)	0.00792 / 0.00856	Eh
relative energy (zero: lowest compared OMol25 entry of this formula, charge and spin)	2.480	eV
energy	-2725.05773	hartree

```
! wB97M-V def2-TZVPD RIJCOSX def2/J DEFGRID3
* xyz 0 1
C 1.35 0.34 -0.08
C -0.89 0.94 0.85
C 0.79 -0.92 0.46
N 0.16 -1.86 -0.28
O 2.07 1.12 0.59
O 1.10 0.54 -1.36
Se -2.25 0.14 -0.07
H -0.94 0.86 1.93
H -0.65 1.95 0.39
H 1.22 -1.29 1.41
H -0.28 -2.52 0.25
H 1.16 1.47 -1.66
H -0.33 -1.86 -1.23
H -2.52 1.08 -1.19
*
```

---

C16H48O16 | ωB97M-V/def2-TZVPD

SMILES	OCCO.OCCO.OCCO.OCCO.OCCO.OCCO.OCCO.OCCO
lowest unoccupied orbital energy	0.00065	Eh
relative energy (zero: lowest compared OMol25 entry of this formula, charge and spin)	1.158	eV
energy	-1842.10047	hartree

```
! wB97M-V def2-TZVPD RIJCOSX def2/J DEFGRID3
* xyz 0 1
O -10.54 -5.70 2.38
C -9.90 -6.88 2.83
C -9.03 -6.54 4.05
O -9.79 -6.04 5.13
H -11.29 -5.49 2.96
H -10.62 -7.66 3.08
H -9.34 -7.22 1.95
H -8.26 -5.84 3.73
H -8.59 -7.48 4.38
H -9.89 -5.09 5.03
O -4.83 -6.17 7.54
C -5.10 -7.27 6.71
C -4.90 -6.99 5.21
O -5.60 -5.75 4.96
H -5.20 -5.41 7.09
H -4.60 -8.19 7.03
H -6.17 -7.50 6.75
H -5.28 -7.82 4.61
H -3.84 -6.89 4.99
H -5.87 -5.69 4.04
O -10.76 -2.75 -0.08
C -9.53 -2.80 0.66
C -8.92 -1.44 0.69
O -8.42 -1.07 -0.59
H -11.09 -3.65 -0.17
H -9.73 -3.21 1.65
H -8.82 -3.54 0.27
H -8.09 -1.22 1.36
H -9.76 -0.75 0.88
H -9.16 -0.78 -1.14
O -8.60 -2.62 12.33
C -8.74 -2.95 10.97
C -7.40 -3.03 10.23
O -7.11 -4.39 9.92
H -7.96 -3.20 12.75
H -9.30 -3.89 10.88
H -9.38 -2.21 10.49
H -6.58 -2.65 10.83
H -7.48 -2.42 9.33
H -6.16 -4.47 9.82
O -9.95 -3.28 5.02
C -8.55 -2.94 5.02
C -7.84 -3.40 6.27
O -6.44 -3.15 6.20
H -10.33 -2.61 4.45
H -8.01 -3.41 4.19
H -8.53 -1.86 4.88
H -7.99 -4.48 6.30
H -8.21 -2.95 7.19
H -6.10 -3.59 5.41
O -5.08 -1.60 8.13
C -5.85 -0.44 8.44
C -5.00 0.79 8.21
O -5.07 1.13 6.81
H -5.63 -2.18 7.59
H -6.73 -0.41 7.79
H -6.13 -0.46 9.50
H -3.96 0.58 8.45
H -5.21 1.58 8.92
H -4.87 0.31 6.35
O -10.83 -1.02 3.61
C -12.04 -0.87 2.93
C -12.88 -2.14 2.98
O -13.56 -2.32 4.22
H -10.32 -0.22 3.49
H -12.64 0.01 3.19
H -11.94 -0.74 1.84
H -12.21 -2.96 2.72
H -13.67 -2.05 2.24
H -13.69 -1.44 4.60
O -12.69 -5.06 3.95
C -13.39 -5.91 4.82
C -14.71 -5.35 5.37
O -14.51 -4.25 6.21
H -12.36 -4.29 4.42
H -13.67 -6.80 4.25
H -12.74 -6.11 5.67
H -15.22 -6.12 5.95
H -15.40 -5.08 4.57
H -13.91 -3.61 5.82
*
```

---

C7H13ClO | ωB97M-V/def2-TZVPD

lowest unoccupied orbital energy (spin up / spin down)	0.02576 / 0.02822	Eh
relative energy (zero: lowest compared OMol25 entry of this formula, charge and spin)	4.458	eV
energy	-809.74331	hartree

```
! wB97M-V def2-TZVPD RIJCOSX def2/J DEFGRID3
* xyz 0 1
C -1.27 -0.81 -0.35
C -0.41 0.09 -0.79
C -2.57 -0.30 0.30
C -1.09 -2.26 -0.28
C 0.74 -0.55 -1.59
C 3.08 2.32 0.72
C 1.21 1.27 1.45
O 2.43 1.31 1.08
Cl 0.19 2.65 1.80
H -3.47 -0.88 0.03
H -2.64 -0.55 1.34
H -2.74 0.78 0.37
H -0.83 -2.70 -1.32
H -0.22 -2.53 0.39
H -1.94 -2.64 0.11
H 1.40 -0.96 -0.79
H 0.39 -1.24 -2.33
H 1.18 0.31 -2.18
H 3.99 2.00 0.37
H -0.62 1.15 -0.62
H 2.49 3.23 0.45
H 0.70 0.32 1.84
*
```

---

C11H12NO4P | ωB97M-V/def2-TZVPD

SMILES	CP(O)c1cc(CCO)c2c(c1)C(=O)NC2=O
lowest unoccupied orbital energy	-0.02622	Eh
energy	-1123.44450	hartree

```
! wB97M-V def2-TZVPD RIJCOSX def2/J DEFGRID3
* xyz 0 1
C 1.90 3.19 1.24
P 1.07 3.07 -0.43
O -0.37 3.91 -0.37
C 0.71 1.25 -0.58
C -0.40 0.68 0.04
C -0.66 -0.67 -0.03
C -1.83 -1.41 0.60
C -2.72 -0.58 1.55
O -2.59 -1.08 2.90
C 0.24 -1.41 -0.78
C 1.33 -0.85 -1.42
C 1.59 0.50 -1.32
C 2.08 -1.95 -2.16
O 3.16 -1.83 -2.67
N 1.26 -3.12 -2.07
C 0.24 -2.90 -1.08
O -0.45 -3.76 -0.60
H 1.86 2.24 1.78
H 2.95 3.46 1.06
H 1.40 3.97 1.82
H -1.13 3.32 -0.36
H -1.07 1.34 0.59
H -2.43 -1.84 -0.20
H -1.44 -2.26 1.18
H -2.48 0.48 1.60
H -3.78 -0.65 1.28
H -1.78 -0.71 3.25
H 2.46 0.91 -1.82
H 0.89 -3.29 -3.00
*
```

---

C45H52As3N3O4P2Se2W | ωB97M-V/def2-TZVPD

lowest unoccupied orbital energy (spin up / spin down)	-0.27746 / -0.27730	Eh
relative energy (zero: lowest compared OMol25 entry of this formula, charge and spin)	4.053	eV
energy	-14470.54575	hartree

```
! wB97M-V def2-TZVPD RIJCOSX def2/J DEFGRID3
* xyz 2 1
W 1.68 0.20 0.58
Se -1.22 -0.32 -5.42
P -2.03 0.63 -3.70
C -3.61 -0.19 -3.36
C -3.53 -1.55 -3.06
C -4.68 -2.28 -2.84
C -5.92 -1.66 -2.93
C -6.00 -0.31 -3.24
C -4.85 0.43 -3.46
C -2.19 2.41 -3.95
C -1.38 3.31 -3.28
C -1.47 4.67 -3.56
C -2.37 5.12 -4.50
C -3.17 4.22 -5.20
C -3.06 2.86 -4.94
C -1.02 0.31 -2.22
C -1.18 0.61 -0.86
N -0.17 -0.04 -0.23
N 0.59 -0.67 -1.19
N 0.08 -0.45 -2.37
P -2.21 1.50 0.39
Se 0.68 1.39 2.29
C -3.33 2.65 -0.45
C -2.88 3.97 -0.39
C -3.66 5.01 -0.87
C -4.90 4.74 -1.41
C -5.38 3.44 -1.45
C -4.61 2.40 -0.95
C -3.15 0.02 0.95
C -2.90 -0.39 2.26
C -3.59 -1.47 2.80
C -4.54 -2.13 2.03
C -4.77 -1.74 0.72
C -4.06 -0.69 0.17
H -2.56 -2.04 -3.00
H -4.61 -3.34 -2.60
H -6.82 -2.23 -2.77
H -6.97 0.17 -3.32
H -4.91 1.48 -3.70
H -0.67 2.96 -2.54
H -0.82 5.37 -3.05
H -2.45 6.18 -4.71
H -3.84 4.58 -5.96
H -3.63 2.15 -5.53
H -1.92 4.18 0.06
H -3.30 6.03 -0.79
H -5.52 5.56 -1.77
H -6.36 3.24 -1.84
H -5.03 1.40 -0.92
H -2.19 0.16 2.87
H -3.40 -1.79 3.81
H -5.11 -2.95 2.46
H -5.51 -2.26 0.12
H -4.21 -0.43 -0.87
C 5.55 -0.54 2.68
As 3.61 -0.25 2.27
C 4.00 1.61 1.68
C 2.96 -0.20 4.15
C 2.23 -1.53 4.50
C 1.63 -1.39 5.90
C 1.01 -1.86 3.58
As 1.10 -2.08 1.57
C 2.31 -3.61 1.25
C -0.55 -3.18 1.48
C 3.22 -2.69 4.40
As 4.88 -2.93 5.53
C 4.06 -4.07 6.91
C 5.14 -1.35 6.69
H 5.86 0.21 3.41
H 6.13 -0.42 1.77
H 5.74 -1.54 3.08
H 4.63 2.14 2.41
H 3.15 2.26 1.51
H 4.58 1.54 0.75
H 2.29 0.65 4.30
H 3.80 -0.09 4.83
H 0.88 -0.59 5.91
H 2.40 -1.13 6.63
H 1.15 -2.31 6.22
H 0.26 -1.07 3.69
H 0.56 -2.78 3.94
H 2.25 -4.34 2.06
H 3.34 -3.29 1.12
H 1.96 -4.09 0.34
H -0.40 -4.07 2.08
H -0.74 -3.47 0.45
H -1.41 -2.62 1.85
H 3.62 -2.68 3.37
H 2.69 -3.63 4.54
H 3.69 -4.99 6.46
H 3.23 -3.54 7.39
H 4.80 -4.33 7.66
H 5.46 -0.48 6.12
H 5.96 -1.62 7.36
H 4.27 -1.12 7.29
O 2.08 1.50 -0.66
C 2.80 0.55 -1.27
O 3.18 -0.37 -0.36
C 3.09 0.44 -2.63
C 3.92 -0.63 -3.04
C 4.16 -0.88 -4.37
C 3.57 -0.02 -5.29
O 3.62 -0.07 -6.61
C 2.83 1.01 -7.10
O 2.28 1.68 -5.98
C 2.76 1.06 -4.88
C 2.50 1.32 -3.58
H 4.37 -1.26 -2.29
H 4.78 -1.71 -4.69
H 2.02 0.64 -7.73
H 3.46 1.70 -7.67
H 1.88 2.14 -3.27
*
```

---

C3H9AgBNO4P | ωB97M-V/def2-TZVPD

lowest unoccupied orbital energy	-0.24588	Eh
relative energy (zero: lowest compared OMol25 entry of this formula, charge and spin)	0.000	eV
energy	-988.37215	hartree

```
! wB97M-V def2-TZVPD RIJCOSX def2/J DEFGRID3
* xyz 1 1
C -1.24 1.87 -0.12
P -1.74 0.21 -0.70
O -2.75 -0.24 0.51
C -0.17 -0.72 -0.21
O 0.17 -0.62 1.20
C -0.15 -1.69 1.95
O -0.82 -2.61 1.60
B 1.01 -0.10 -1.04
N 2.02 0.83 -0.55
O 1.11 -0.51 -2.37
H -2.17 2.40 0.13
H -0.61 1.86 0.78
H -0.75 2.43 -0.93
H -2.69 0.33 1.29
H -0.37 -1.76 -0.48
H 0.33 -1.62 2.94
H 2.28 0.61 0.41
H 1.70 1.79 -0.52
H 2.04 -0.55 -2.65
Ag 2.79 -1.94 -1.22
*
```

---

Which of these has the lowest energy? C45H52As3N3O4P2Se2W